The following is a quantum chemistry calculation of a 2-piece molecular cluster, C6H12N overall, from the OMol25 dataset.

Structure (XYZ):
```
19
C6H12N ωB97M-V with the def2-TZVPD basis set
C 2.190 -2.526 -2.872
H -1.652 -0.065 3.786
H 0.513 0.763 -1.093
H -2.029 -0.991 2.359
H -0.691 3.067 -0.940
C -1.248 2.318 -0.181
H -2.044 1.946 2.143
C -1.331 -0.228 2.754
H -1.993 2.839 0.290
H 2.042 -3.495 -2.577
C -1.303 1.059 1.928
H 3.077 -1.961 -1.834
N 1.998 -1.614 -1.790
H -0.305 -0.642 2.717
H 1.056 0.026 0.387
H 2.550 -2.102 -3.797
C 0.072 0.242 -0.230
H -0.342 -0.701 -0.606
C -0.740 1.237 0.550
```

LUMO level (eV): -6.95
Total charge: +1
HOMO-LUMO gap (hartree): 0.145

=====

The following is a quantum chemistry calculation of one molecule with the formula C20H23NO4, from the OMol25 dataset.

Structure (XYZ):
```
48
C20H23NO4 ωB97M-V with the def2-TZVPD basis set
O -2.935 -1.866 -1.266
H 3.705 -0.260 -1.515
C 4.364 2.335 0.538
C 6.212 0.806 0.487
H -0.355 -2.082 -1.360
H 2.041 2.941 -0.545
H 3.913 3.245 0.907
H -4.518 -0.980 0.118
H -4.190 -0.474 1.808
H -0.800 -2.805 1.580
C -4.113 3.427 0.876
H -0.870 -4.552 -0.928
C 1.054 -3.361 0.644
H -4.190 1.854 2.324
C 3.666 1.536 -0.356
H 1.603 -2.499 1.014
H -3.734 2.987 -2.450
H -4.226 4.210 1.612
C -3.956 1.089 0.339
H 6.173 2.605 1.646
C 2.272 1.903 -0.793
O 1.199 -0.351 -1.827
C -3.982 3.748 -0.464
C -1.204 -4.288 0.072
C -2.184 -1.526 -0.393
C -0.442 -3.067 0.577
C -4.094 2.102 1.277
C -0.693 -1.853 -0.344
N 0.050 -0.698 0.101
C 5.634 1.974 0.954
H 7.202 0.524 0.813
C 4.250 0.364 -0.821
C 0.875 -0.008 -0.718
O 1.296 1.117 -0.098
C -3.826 1.416 -1.006
H -1.029 -5.136 0.730
H -0.220 -0.270 0.973
H 1.432 -3.609 -0.345
H -2.274 -4.099 0.033
C -3.893 -0.354 0.764
O -2.539 -0.825 0.685
C 5.517 0.001 -0.399
H 2.150 1.735 -1.869
H -3.715 0.630 -1.738
H 1.241 -4.202 1.308
H -3.993 4.782 -0.776
H 5.964 -0.912 -0.766
C -3.837 2.741 -1.404
```

LUMO level (eV): 0.73
HOMO-LUMO gap (hartree): 0.370
SMILES: CC(C)[C@H](NC(=O)OCc1ccccc1)C(=O)OCc1ccccc1

=====

The following is a quantum chemistry calculation of C2H38O19V as an isolated structure, from the OMol25 dataset.

Structure (XYZ):
```
60
C2H38O19V ωB97M-V with the def2-TZVPD basis set
H 3.023 0.472 -0.641
O -1.628 -0.421 0.316
O -0.319 0.498 -2.143
H 0.293 -1.096 -0.193
O -3.461 0.011 2.000
H -2.388 -3.571 -0.009
H 0.966 2.247 1.659
O 1.138 1.091 -4.373
H 3.794 0.270 1.945
O -1.671 -3.240 0.533
H -0.726 -2.303 -3.083
H 0.546 -1.546 1.776
C 0.001 0.930 -0.879
O 3.746 0.972 -1.013
H -1.323 1.970 -2.463
H 0.125 0.066 1.069
H 0.097 -3.813 -0.197
H -1.608 1.432 3.226
H 1.537 2.788 -1.335
O -1.726 2.688 -2.957
H 2.264 1.758 2.168
O 2.783 -2.523 0.728
H 2.241 -2.863 -0.005
O -1.036 -2.296 -2.172
H 1.204 -2.115 -1.862
O 0.895 -3.963 -0.700
H -1.065 3.269 -3.346
V -2.250 -0.515 -1.697
H 1.558 0.248 -4.537
H 0.808 3.997 -0.755
O 1.475 3.732 -1.367
O 0.196 -0.349 4.691
H -2.698 -0.168 1.387
H 1.037 1.250 -0.800
O -3.057 3.090 0.794
H -3.404 1.981 -2.051
H -0.644 1.795 -0.752
H -2.178 2.978 1.137
H 0.586 -0.933 5.328
H 3.710 1.785 -0.496
H 0.650 0.924 -3.549
O 0.448 -2.194 2.444
H 1.028 -0.597 -1.891
O -1.142 1.872 2.529
H 0.205 -0.884 3.901
H 1.266 -2.400 2.781
C -0.271 -0.164 0.112
H -1.678 -2.289 0.501
H 2.985 -0.947 1.531
O 1.743 2.556 2.072
H -1.334 -3.140 -1.933
O -3.458 1.295 -1.399
O 1.679 -1.291 -2.075
H -3.698 2.947 1.473
H 3.599 -3.034 0.571
H -4.185 -0.520 1.572
H 1.151 -4.837 -0.393
H -3.518 1.835 -0.628
H -1.243 1.252 1.809
O 2.934 0.017 1.640
```

LUMO level (alpha / beta) (eV): -1.64 / -1.80
HOMO-LUMO gap (alpha / beta) (hartree): 0.291 / 0.299
Multiplicity: 4
<S²>: 3.76

=====

The following is a quantum chemistry calculation of C5H7NO as an isolated structure, from the OMol25 dataset.

Structure (XYZ):
```
14
C5H7NO ωB97M-V with the def2-TZVPD basis set
H -2.579 1.202 -0.193
C 0.937 -0.704 1.467
C -1.538 1.142 0.102
H 2.069 -1.493 -0.217
C 1.060 -1.162 0.042
H -1.254 1.554 1.062
N 0.873 0.564 1.293
O -0.792 0.034 -1.896
C 0.804 0.355 -0.182
H 0.322 -1.854 -0.374
H -1.733 0.096 -2.103
H 0.884 -1.226 2.422
C -0.601 0.579 -0.659
H 1.548 0.912 -0.764
```

LUMO level (eV): 0.86
HOMO-LUMO gap (hartree): 0.361

=====

The following is a quantum chemistry calculation of C40H54BaNO6P3S2 as an isolated structure, from the OMol25 dataset.

Structure (XYZ):
```
107
C40H54BaNO6P3S2 ωB97M-V with the def2-TZVPD basis set
H 0.807 -2.789 2.937
H -1.038 6.274 -3.923
C 2.908 0.821 4.081
C 1.563 5.206 5.191
C 2.036 3.491 3.565
C 3.243 -0.485 6.074
C 1.710 2.238 -4.685
C -3.018 -1.247 2.375
H -3.046 -4.371 3.776
C -2.545 1.902 -3.673
H -2.573 4.989 3.311
H 1.050 5.530 6.087
Ba -0.860 1.088 0.319
H 1.476 2.125 -6.811
H 0.962 0.666 -5.950
C 2.399 -2.087 -1.248
C 4.272 0.776 3.821
H -1.363 7.177 2.589
C 3.068 5.659 3.372
H 2.272 4.078 -3.693
H 1.080 -2.429 -2.908
H -3.379 3.837 -3.281
H -2.352 5.630 0.909
H 0.063 7.517 -3.305
H -1.554 8.418 -1.607
H 1.323 0.210 5.385
O -1.187 2.468 -3.532
C -3.015 -3.289 3.719
C 2.409 6.079 4.518
C -2.525 0.788 -4.695
H 6.182 0.062 4.482
H -3.308 -1.199 0.248
H -0.915 -2.734 -1.463
H 0.630 4.071 -4.410
H -3.530 0.383 -4.811
H -2.195 1.163 -5.664
O -0.569 4.580 0.621
C 0.973 1.755 -5.917
H 5.269 -1.057 6.486
H 3.273 -1.941 -1.870
O -0.515 0.487 -2.026
C 2.391 0.189 5.210
P -0.095 1.774 -2.639
N -2.899 -3.727 7.206
H -3.122 3.476 -5.009
C -1.487 5.335 1.507
C 2.885 4.365 2.896
H 3.389 4.031 1.998
H -2.899 0.559 3.551
H 2.533 -2.400 2.786
P -1.138 3.931 -0.701
C -2.943 -0.523 3.594
H 2.838 -0.984 6.944
H -1.867 -0.017 -4.368
C -3.053 -2.661 2.495
H -2.481 3.573 2.260
C -2.922 -3.202 6.180
C -3.433 3.064 -4.047
H -0.697 -2.586 0.988
H 0.546 5.821 -3.260
H -0.335 7.130 1.149
H 0.944 2.641 -0.553
C 1.411 -2.200 0.957
C -0.713 6.542 1.986
H 4.667 1.251 2.931
H 2.556 7.086 4.889
C 1.169 -2.361 -1.831
H -4.466 2.726 -4.133
C 2.516 -2.007 0.134
C 5.120 0.102 4.688
C -1.993 7.423 -1.536
C -2.993 -0.599 1.104
H -2.783 7.337 -2.283
C 0.177 -2.453 0.358
H -3.115 -3.261 1.594
P 1.800 1.768 2.982
S 2.373 1.632 1.074
H -0.050 2.127 -5.915
H -2.833 1.508 -2.698
H 3.730 6.337 2.847
O -2.273 3.007 -0.451
C -2.917 -1.152 4.815
H -1.055 4.070 3.188
H 0.710 3.231 5.227
H -0.162 6.423 -1.012
C 1.529 -2.129 2.455
C -0.931 6.375 -1.785
O 1.191 1.553 -3.505
C 1.377 3.916 4.717
C -2.948 -2.548 4.903
H 2.057 4.212 -5.437
H 2.743 1.897 -4.714
H 1.319 -1.119 2.808
C -0.299 6.500 -3.153
H 0.987 3.798 -1.852
C -1.923 4.430 2.635
C 1.664 3.744 -4.534
O -1.580 5.065 -1.702
H -2.433 7.312 -0.546
H 3.480 -1.794 0.581
H -3.539 0.356 1.112
H -2.860 -0.569 5.726
C 0.055 -2.538 -1.023
C 4.606 -0.527 5.814
S -0.109 1.232 3.409
H 0.127 6.215 2.601
C 0.331 3.066 -1.375
```

LUMO level (eV): -0.12
HOMO-LUMO gap (hartree): 0.205

=====

The following is a quantum chemistry calculation of a 6-piece molecular cluster, C28H72N4O12 overall, from the OMol25 dataset.

Structure (XYZ):
```
116
C28H72N4O12 ωB97M-V with the def2-TZVPD basis set
H 12.318 21.021 -4.071
C 15.109 15.871 6.290
H 15.337 21.009 6.407
H 11.123 20.184 2.169
O 15.388 21.665 -1.760
H 15.078 21.522 -2.624
H 12.328 19.452 -4.665
C 8.839 16.471 2.441
H 10.986 19.906 -6.254
H 10.183 14.684 1.432
H 14.671 15.357 7.171
H 12.068 19.963 -2.186
H 16.461 19.384 -3.967
C 15.724 18.827 0.421
H 12.811 22.530 1.130
H 10.228 21.020 -8.094
C 14.344 21.965 -0.952
H 8.054 22.526 -8.444
H 14.084 21.627 -5.678
C 9.029 23.482 -3.961
H 10.075 16.963 0.704
C 8.856 22.886 -9.052
H 13.684 23.626 -2.208
C 10.016 17.101 1.866
H 8.745 24.547 -4.143
H 8.165 21.861 -3.889
H 10.793 16.578 2.308
H 11.234 22.792 3.551
C 12.579 19.029 -1.784
H 13.885 21.839 6.070
H 12.057 22.406 -7.184
C 11.007 19.224 1.659
C 13.340 22.704 -1.685
H 16.011 18.834 2.458
H 7.942 16.966 2.035
H 15.612 15.154 5.655
H 18.742 19.593 0.002
H 14.605 21.486 2.219
N 12.551 22.234 2.069
C 14.019 20.614 -5.356
H 9.019 22.163 -9.825
N 11.747 20.651 -6.095
H 14.668 22.660 -0.242
H 9.365 21.732 -6.628
H 13.042 22.165 -2.556
H 17.682 19.986 1.322
H 15.523 18.689 -5.270
H 10.346 23.382 0.816
O 12.211 22.821 -0.901
H 10.255 18.772 -0.388
O 14.823 20.389 -4.487
C 10.108 23.172 -3.013
C 8.337 24.375 1.440
H 8.440 23.904 -9.296
H 10.977 23.545 -3.611
H 14.194 22.841 3.323
C 13.789 21.982 2.838
N 14.561 17.460 2.147
H 11.965 18.865 1.975
O 14.561 20.450 4.567
O 14.006 16.642 5.807
H 8.561 24.680 0.463
O 9.502 24.254 2.193
H 8.885 15.027 0.321
C 11.526 23.139 2.602
H 11.467 22.370 -1.255
H 16.485 20.263 -5.671
O 10.222 21.773 -2.778
H 7.622 23.538 1.407
H 15.336 19.753 0.596
H 13.987 20.967 -0.531
H 12.039 24.141 2.647
H 13.770 18.086 2.173
H 10.013 21.243 -3.601
C 12.535 20.456 -4.946
H 13.786 15.785 3.376
H 9.660 22.392 1.994
H 13.351 19.933 3.151
O 12.276 18.894 -0.349
C 17.681 19.840 0.214
H 15.120 18.078 4.777
C 14.406 20.894 5.912
C 14.309 17.434 4.666
H 9.151 18.867 1.633
H 12.220 18.206 -2.449
O 9.967 23.043 -8.139
C 15.765 18.067 1.733
H 10.831 20.396 -0.026
C 11.377 21.991 -6.552
H 13.656 19.087 -1.935
H 13.534 18.174 4.545
C 10.130 21.867 -7.395
H 13.880 20.079 6.479
H 17.448 20.761 -0.403
O 8.008 22.710 -3.466
H 16.041 16.436 6.587
C 14.541 16.647 3.385
C 10.220 23.334 1.859
H 11.183 22.667 -5.723
H 7.769 25.187 1.801
H 8.978 13.533 1.264
N 9.882 18.538 2.237
H 12.558 20.952 4.383
O 16.795 18.756 -0.145
C 9.104 14.572 1.302
C 15.947 19.675 -4.909
H 15.026 18.409 -0.242
H 8.726 16.866 3.445
H 16.648 17.445 1.751
C 13.451 20.767 3.822
O 8.594 15.288 2.429
H 15.485 16.045 3.474
H 14.150 19.925 -6.287
H 10.042 23.761 -2.063
H 9.244 23.124 -4.934
C 11.030 19.312 0.176
```

LUMO level (eV): 0.01
HOMO-LUMO gap (hartree): 0.283
SMILES: COCCNCCOC.COCCNCCOC.COCCNCCOC.COCCNCCOC.OCCO.OCCO

=====

The following is a quantum chemistry calculation of one molecule with the formula C5H8O, from the OMol25 dataset.

Structure (XYZ):
```
14
C5H8O ωB97M-V with the def2-TZVPD basis set
C 0.473 0.808 0.649
C -0.399 -1.174 -0.504
C 0.860 -0.535 0.039
H -2.171 -2.266 -0.133
H -0.372 2.715 0.140
C -1.242 -1.861 0.260
H 1.294 -1.151 0.832
H -1.034 -2.030 1.315
H 1.603 -0.398 -0.756
H -0.635 -0.997 -1.553
O 0.316 0.934 1.843
H 1.232 2.398 -0.559
H -0.185 1.604 -1.257
C 0.259 1.951 -0.318
```

LUMO level (eV): 0.98
HOMO-LUMO gap (hartree): 0.381
SMILES: C=CCC(C)=O

=====

The following is a quantum chemistry calculation of a 6-piece molecular cluster, H11O6 overall, from the OMol25 dataset.

Structure (XYZ):
```
17
H11O6 ωB97M-V with the def2-TZVPD basis set
H -2.048 0.843 0.014
H 2.010 -0.882 0.561
H -1.856 1.579 -4.061
H -0.191 -2.768 2.286
O -1.274 2.071 -3.467
H -1.213 1.461 -2.709
O -0.443 -1.840 2.300
O -1.718 0.683 -0.874
H 0.218 1.116 1.137
O 2.727 -1.070 1.209
H -0.947 0.043 -0.667
H 2.158 -1.393 1.922
O 0.554 2.022 1.128
O 0.147 -0.974 -0.046
H 0.732 -1.250 -0.755
H -0.262 -1.567 1.335
H 1.405 1.926 0.686
```

LUMO level (eV): 3.87
Total charge: -1
HOMO-LUMO gap (hartree): 0.349

=====

The following is a quantum chemistry calculation of a 2-piece molecular cluster, C21H29BrF11N2O6S overall, from the OMol25 dataset.

Structure (XYZ):
```
71
C21H29BrF11N2O6S ωB97M-V with the def2-TZVPD basis set
H 0.289 -5.508 4.111
C -1.377 0.653 -1.243
C -2.248 3.998 1.696
C -0.480 0.743 -2.337
H 2.897 1.285 0.919
C -1.313 -1.301 -3.186
H -2.272 -3.454 0.224
F 0.206 2.977 3.918
H 1.420 -0.754 -4.246
O 0.340 -2.568 2.601
C -2.216 -3.905 -1.876
C 0.552 -1.685 3.711
H 4.313 2.070 0.301
H 4.450 0.886 1.633
C -1.521 -3.750 -0.508
H 2.508 -1.067 3.068
H 4.978 0.150 -0.932
H 3.555 1.614 -2.011
H 1.868 -4.738 3.900
C -1.368 3.172 -0.700
H 2.562 0.624 -3.036
H -0.344 3.403 -0.956
F -1.312 -2.255 -4.084
F -1.289 1.919 2.700
C 3.953 1.124 0.700
C -2.189 -0.479 -1.186
C -1.444 1.727 -0.180
H 1.134 1.370 -0.555
C -1.842 4.288 0.229
H -0.750 -2.983 -0.522
F -2.705 5.157 2.181
C 0.301 -3.911 2.725
H -2.347 1.606 0.401
F -1.940 3.554 4.081
O 0.794 1.042 -5.036
H -2.902 -4.742 -1.811
N -2.162 -1.436 -2.153
H 4.172 -0.938 0.213
O -0.175 2.712 -5.913
C 0.507 -0.236 -4.523
C 0.799 -4.556 3.994
S -0.901 3.441 2.902
H 2.158 -0.721 4.771
H -1.448 -4.059 -2.627
F 0.187 3.363 1.739
F -0.946 5.293 0.223
H -3.766 -2.586 -1.352
H -1.909 3.250 -1.639
C -0.434 -0.243 -3.331
C 2.024 -1.447 3.969
C -3.023 -2.649 -2.136
N -0.384 1.627 -5.581
H 0.605 -3.972 4.891
Br -3.354 -0.711 0.274
H 0.059 -0.831 -5.316
F -3.280 3.154 1.793
C 2.690 0.950 -2.009
H 0.030 -2.045 4.598
F -0.478 4.940 3.152
O 0.368 1.777 -2.444
F -2.972 4.819 -0.318
H 2.537 -2.367 4.249
O -0.066 -4.559 1.781
O 2.936 -0.156 -1.159
H -0.619 1.523 0.500
C 1.485 1.744 -1.510
H -1.099 -4.678 -0.169
F -3.730 -2.698 -3.300
H 0.072 -0.749 3.426
H 1.776 2.780 -1.354
C 4.080 -0.003 -0.332
```

LUMO level (eV): -4.07
Total charge: +1
HOMO-LUMO gap (hartree): 0.316

=====

Total energy values, unit hartree, following the record order: -290.01121; -1131.68573; -2472.53082; -324.63916; -3909.05521; -2231.30498; -270.52667; -458.09993; -5448.84958.